42
Properties=species:S:1:pos:R:3:forces:R:3 method="wB97M-V/def2-TZVPD" gap_ev="5.60 / 3.93" spin_multiplicity=2 charge=-2 largest_force_ev_per_a=5.96 total_energy_ev=-34348.4939
Li -0.170 -0.002 -1.360 -1.60 -0.34 0.09
C -2.409 2.333 2.882 -0.04 -2.08 -2.81
C -1.981 1.572 1.686 0.68 -0.31 -1.84
C -0.513 1.980 1.057 0.97 -0.43 -0.37
O -0.179 1.618 -0.101 -1.10 0.63 2.48
C 0.435 2.609 2.004 -2.86 -1.79 -3.82
C -0.001 3.059 3.205 4.74 0.27 3.60
C -1.470 3.043 3.584 -0.54 2.82 3.01
O -1.962 3.714 4.554 1.62 -0.69 -0.99
O 1.002 3.341 4.037 -3.86 0.09 -0.98
O -2.630 0.726 1.091 0.33 1.12 1.09
H -3.462 2.371 3.118 0.05 0.00 0.24
H 1.454 2.554 1.650 0.18 0.37 0.48
C -2.401 1.511 -4.835 0.36 0.27 0.46
C -2.476 0.411 -3.645 1.43 0.98 -1.44
O -3.436 -0.323 -3.689 -1.85 -1.10 -0.11
O -1.530 0.423 -2.832 0.91 0.63 0.09
H -1.537 1.551 -5.498 0.70 -0.70 0.33
H -2.317 2.468 -4.320 -0.41 0.30 -0.01
H -3.208 1.513 -5.567 -0.60 -0.13 0.52
C -0.063 -3.037 1.094 0.64 0.79 -0.59
C -0.191 -2.701 -0.458 -2.47 1.54 1.06
C -0.556 -4.023 -1.172 0.96 0.34 0.49
O -1.104 -1.666 -0.612 1.01 -0.75 0.03
H 0.030 -2.145 1.714 -0.29 0.58 -0.38
H 0.847 -3.566 1.377 -0.02 -0.96 -0.08
H -0.999 -3.485 1.428 0.16 -0.41 -0.08
H 0.710 -2.291 -0.914 1.37 -0.72 0.09
H 0.334 -4.635 -1.025 0.24 -0.50 -0.39
H -0.738 -3.850 -2.233 -0.20 -0.09 0.11
H -1.352 -4.563 -0.659 -0.40 0.29 -0.22
C 3.485 -0.124 0.946 -0.65 -0.69 -1.02
O 4.107 0.145 -0.059 1.75 0.87 -1.10
N 2.423 -0.882 0.881 -2.12 -1.64 -0.78
N 3.746 0.235 2.176 2.12 1.57 3.16
H 1.958 -1.246 1.701 -0.20 0.00 -0.68
H 2.173 -1.114 -0.069 -0.69 -0.37 0.54
H 4.656 0.634 2.360 -0.45 0.12 0.11
H 3.098 0.099 2.939 0.24 0.17 -0.30
O 1.805 0.462 -1.890 -0.21 -0.18 -0.21
H 2.696 0.129 -2.001 0.38 -0.13 0.34
H 1.724 1.154 -2.547 -0.30 0.26 -0.13